No. 1
Computed, not measured: a 2-piece molecular cluster, C16H31ClN4O6P overall in a non-equilibrium geometry, with ωB97M-V/def2-TZVPD.

The geometry in XYZ format:
```
59
C16H31ClN4O6P | the Open Molecules 2025 dataset | ωB97M-V/def2-TZVPD
N 0.240 -6.705 -0.486
C 0.222 -5.490 0.424
C 0.819 -4.249 -0.456
C 0.477 -2.797 0.190
C 1.748 -2.374 1.076
C 1.469 -1.075 2.033
O 2.463 -0.085 1.652
P 2.792 1.032 2.883
O 2.654 0.498 4.313
O 1.930 2.495 2.772
C 0.490 2.290 2.846
C -0.177 3.490 1.968
C -0.545 4.771 2.862
N -0.766 4.694 4.339
O -0.699 5.920 2.350
O 4.456 1.458 2.684
C 4.710 2.679 3.461
C 4.684 4.012 2.557
O 5.108 5.098 3.037
Cl 4.067 4.037 0.808
H -0.276 -6.399 -1.339
H 1.229 -6.792 -0.806
H 0.945 -5.688 1.305
H -0.841 -5.242 0.769
H 0.493 -4.324 -1.549
H 1.966 -4.399 -0.448
H 0.285 -2.080 -0.688
H -0.487 -2.909 0.794
H 2.022 -3.262 1.754
H 2.638 -2.167 0.369
H 0.384 -0.775 1.832
H 1.556 -1.463 3.103
H 0.141 1.300 2.393
H 0.180 2.308 3.945
H -1.051 3.086 1.351
H 0.640 3.799 1.217
H -1.312 3.851 4.582
H 0.136 4.624 4.836
H 3.963 2.789 4.336
H 5.753 2.635 3.951
C -4.998 -0.432 -5.474
C -4.277 -1.268 -4.433
N -3.292 -0.487 -3.673
C -3.193 -0.429 -2.296
C -2.114 0.350 -2.009
N -1.584 0.754 -3.216
C -2.307 0.237 -4.212
C -0.412 1.603 -3.409
H -4.297 -0.007 -6.197
H -5.716 -1.044 -6.022
H -5.534 0.396 -5.003
H -3.743 -2.095 -4.908
H -5.001 -1.694 -3.735
H -3.903 -0.963 -1.689
H -1.648 0.668 -1.093
H -2.122 0.379 -5.267
H -0.714 2.511 -3.934
H 0.324 1.061 -4.005
H 0.025 1.868 -2.446
```

Calculated values
HOMO-LUMO gap, Ha: 0.297
Spin multiplicity: 1
F_max, eV/A: 6.17
Total charge: +1

No. 2
Computed, not measured: CHN2O5S as an isolated structure in a non-equilibrium geometry, with ωB97M-V/def2-TZVPD.

The geometry in XYZ format:
```
10
CHN2O5S | the Open Molecules 2025 dataset | ωB97M-V/def2-TZVPD
C 1.529 0.844 -0.035
N -0.635 0.908 -1.011
N 0.671 1.364 -0.806
O -1.164 -1.109 1.998
O 2.622 0.857 0.399
O -1.209 -1.863 -0.276
O -1.311 0.547 0.153
O 0.729 -0.647 0.570
S -0.742 -0.870 0.657
H -0.489 -0.031 -1.649
```

Calculated values
HOMO-LUMO gap, Ha: 0.340
Energy relative to the best compared isomer or geometry (same formula, charge and spin), kJ/mol: 0.0
Spin multiplicity: 1
F_max, eV/A: 4.24
Total charge: -1

No. 3
Computed, not measured: C5H4O2 in the gas phase in a non-equilibrium geometry, with ωB97M-V/def2-TZVPD.

The geometry in XYZ format:
```
11
C5H4O2 | the Open Molecules 2025 dataset | ωB97M-V/def2-TZVPD
C -2.714 0.039 -0.305
C -1.522 -0.125 -0.042
C -0.291 -0.089 0.707
O 0.596 -1.175 0.442
C 1.577 -0.558 -0.415
C 1.487 0.710 -0.284
O 0.406 1.158 0.468
H -3.665 0.045 -0.855
H -0.517 -0.126 1.793
H 2.345 -1.257 -0.899
H 2.298 1.378 -0.610
```

Calculated values
Structure (SMILES): C#CC1OC=CO1
HOMO-LUMO gap, Ha: 0.355
Energy relative to the best compared isomer or geometry (same formula, charge and spin), kJ/mol: 350.4
Spin multiplicity: 1
F_max, eV/A: 4.67
Total charge: 0

No. 4
Computed, not measured: C3H6O4S in the gas phase in a non-equilibrium geometry, with ωB97M-V/def2-TZVPD.

The geometry in XYZ format:
```
14
C3H6O4S | the Open Molecules 2025 dataset | ωB97M-V/def2-TZVPD
C 1.965 -0.680 -0.584
S 0.582 0.257 0.151
O 0.131 1.226 -0.871
O 1.469 1.081 1.297
C -0.989 -1.033 0.623
O -1.442 -1.019 -0.698
C -2.151 -0.299 0.310
O -2.266 1.077 0.094
H 2.469 -0.098 -1.410
H 2.575 -1.113 0.266
H 1.574 -1.558 -1.005
H 0.866 1.589 1.712
H -3.170 -0.817 0.582
H -1.614 1.385 -0.468
```

Calculated values
Structure (SMILES): C[S@](=O)(O)=C1O[C@@H]1O
HOMO-LUMO gap, Ha: 0.323
Energy relative to the best compared isomer or geometry (same formula, charge and spin), kJ/mol: 563.3
Spin multiplicity: 1
F_max, eV/A: 5.63
Total charge: 0

No. 5
Computed, not measured: C7H6AuIO9P2 as an isolated structure, with ωB97M-V/def2-TZVPD.

The geometry in XYZ format:
```
26
C7H6AuIO9P2 | the Open Molecules 2025 dataset | ωB97M-V/def2-TZVPD
Au 0.468 1.123 1.085
O 4.241 1.152 3.575
P 3.082 0.016 3.443
O 3.476 -1.121 4.307
O 2.651 -0.160 2.028
O 1.847 0.822 4.192
P 1.346 2.320 3.973
O -0.079 2.245 4.738
O 2.278 3.281 4.617
O 1.024 2.586 2.510
H 3.906 2.051 3.678
H 0.057 1.866 5.611
I -2.292 -2.476 -6.782
C -1.992 -1.774 -4.833
C -3.027 -1.866 -3.914
C -2.818 -1.391 -2.626
C -1.600 -0.837 -2.254
C -0.580 -0.760 -3.193
C -0.766 -1.226 -4.489
C -1.419 -0.328 -0.825
O -2.384 -0.394 -0.070
O -0.245 0.105 -0.604
H -3.977 -2.299 -4.195
H -3.595 -1.439 -1.874
H 0.364 -0.332 -2.882
H 0.032 -1.164 -5.216
```

Calculated values
HOMO-LUMO gap, Ha: 0.205
Spin multiplicity: 1
F_max, eV/A: 0.52
Total charge: -2

No. 6
Computed, not measured: C8H16O2 as an isolated structure in a non-equilibrium geometry, with ωB97M-V/def2-TZVPD.

The geometry in XYZ format:
```
26
C8H16O2 | the Open Molecules 2025 dataset | ωB97M-V/def2-TZVPD
C -1.316 -1.080 0.124
C 0.510 -0.981 1.934
C -1.644 -0.732 -1.327
C -2.358 -0.490 1.079
C 0.126 -0.692 0.487
O 1.044 -0.927 -0.403
H -1.331 -2.172 0.222
H 1.571 -0.773 2.072
H 0.346 -2.038 2.137
H -0.074 -0.400 2.646
H -2.617 -1.144 -1.603
H -1.691 0.349 -1.459
H -2.231 -0.837 2.104
H -0.888 -1.135 -1.999
H -3.363 -0.768 0.759
H -2.297 0.601 1.071
C 1.269 1.251 -2.040
C 1.592 1.030 -0.605
C 2.701 1.405 0.025
O 0.229 1.085 0.308
H 0.459 1.513 1.147
H 2.021 1.901 -2.489
H 1.258 0.299 -2.568
H 0.291 1.712 -2.152
H 3.535 1.773 -0.554
H 2.859 1.251 1.082
```

Calculated values
HOMO-LUMO gap, Ha: 0.336
Energy relative to the best compared isomer or geometry (same formula, charge and spin), kJ/mol: 370.7
Spin multiplicity: 1
F_max, eV/A: 2.94
Total charge: 0

No. 7
Computed, not measured: a 2-piece molecular cluster, C8H10N4O overall in a non-equilibrium geometry, with ωB97M-V/def2-TZVPD.

The geometry in XYZ format:
```
23
C8H10N4O | the Open Molecules 2025 dataset | ωB97M-V/def2-TZVPD
C 2.815 -1.683 0.351
C 0.252 0.176 -3.203
C 2.091 0.243 -2.218
C 2.091 -0.514 0.820
C 1.247 0.240 0.075
C -2.134 1.620 1.615
C -1.587 -0.786 1.993
C -1.982 0.214 1.000
N 3.209 -2.641 -0.187
N 1.507 0.338 -3.395
N -0.002 -0.171 -1.949
N 1.175 -0.003 -1.256
O -1.949 0.144 -0.208
H -0.465 0.286 -3.970
H 3.112 0.502 -1.960
H 2.233 -0.227 1.957
H -2.967 1.602 2.283
H -2.121 2.554 0.944
H -1.386 1.705 2.289
H -1.561 -0.570 3.025
H -2.203 -1.766 1.829
H -0.434 -1.074 1.786
H -0.942 -0.188 -1.620
```

Calculated values
HOMO-LUMO gap, Ha: 0.298
Energy relative to the best compared isomer or geometry (same formula, charge and spin), kJ/mol: 434.0
Spin multiplicity: 1
F_max, eV/A: 5.21
Total charge: 0

No. 8
Computed, not measured: C2H2O3S as an isolated structure in a non-equilibrium geometry, with ωB97M-V/def2-TZVPD.

The geometry in XYZ format:
```
8
C2H2O3S | the Open Molecules 2025 dataset | ωB97M-V/def2-TZVPD
C 1.159 0.593 -0.001
C 1.147 -0.610 -0.023
O -1.165 0.525 1.319
O -1.195 0.881 -1.106
O -1.296 -1.380 -0.195
S -1.055 0.008 0.004
H 1.247 1.645 0.014
H 1.159 -1.663 -0.013
```

Calculated values
HOMO-LUMO gap, Ha: 0.431
Energy relative to the best compared isomer or geometry (same formula, charge and spin), kJ/mol: 402.1
Spin multiplicity: 1
F_max, eV/A: 1.70
Total charge: 0

No. 9
Computed, not measured: C23H25BrMnN3O5S2 as an isolated structure in a non-equilibrium geometry, with ωB97M-V/def2-TZVPD.

The geometry in XYZ format:
```
60
C23H25BrMnN3O5S2 | the Open Molecules 2025 dataset | ωB97M-V/def2-TZVPD
Mn -18.171 2.548 3.897
N -20.423 2.111 2.936
C -21.072 1.152 3.727
C -22.295 1.489 4.338
C -22.925 0.639 5.204
C -22.312 -0.565 5.544
C -21.107 -0.868 4.910
C -20.457 -0.074 3.994
C -19.153 -0.458 3.388
C -19.036 -1.768 2.904
C -17.799 -2.271 2.449
C -16.709 -1.448 2.537
C -16.863 -0.158 3.004
C -18.075 0.442 3.365
H -20.106 1.775 2.020
H -20.973 2.944 2.835
H -22.785 2.383 4.071
H -23.882 0.932 5.601
H -22.772 -1.252 6.251
H -20.625 -1.812 5.155
H -19.941 -2.424 2.878
H -17.754 -3.290 2.039
H -15.699 -1.655 2.178
H -15.983 0.422 2.974
Br -15.593 6.237 7.847
C -17.456 6.323 7.446
C -18.232 7.237 8.164
N -19.520 7.382 7.884
C -20.065 6.569 6.970
C -19.355 5.645 6.242
C -17.996 5.542 6.472
C -19.990 4.724 5.223
O -21.177 4.429 5.366
O -19.213 4.334 4.313
H -17.801 7.922 8.915
H -21.121 6.620 6.795
H -17.415 4.819 5.809
C -15.749 1.981 5.625
O -16.295 3.056 4.843
H -14.684 1.903 5.606
H -16.256 1.040 5.328
H -16.007 2.212 6.688
H -15.695 3.286 4.092
C -15.097 1.698 -0.549
O -16.216 2.561 -0.142
C -16.164 2.995 1.111
S -14.780 2.658 2.038
S -17.547 3.865 1.577
H -15.350 1.400 -1.562
H -15.022 0.858 0.164
H -14.149 2.231 -0.587
C -19.401 0.448 7.844
C -19.725 1.574 6.904
N -20.902 2.207 7.012
O -18.855 1.921 6.103
H -19.653 0.714 8.866
H -18.340 0.229 7.751
H -19.960 -0.458 7.631
H -21.657 1.775 7.513
H -21.110 2.935 6.323
```

Calculated values
HOMO-LUMO gap (alpha / beta), Ha: 0.253 / 0.275
Energy relative to the best compared isomer or geometry (same formula, charge and spin), kJ/mol: 0.0
Spin multiplicity: 6
F_max, eV/A: 2.26
<S²>: 8.76
Total charge: -1

No. 10
Computed, not measured: C4H5NO in the gas phase in a non-equilibrium geometry, with ωB97M-V/def2-TZVPD.

The geometry in XYZ format:
```
11
C4H5NO | the Open Molecules 2025 dataset | ωB97M-V/def2-TZVPD
N 3.120 -0.545 0.231
C 2.064 -0.076 0.179
C 0.724 0.510 0.104
C -0.367 -0.550 -0.060
C -1.726 0.102 -0.168
O -1.916 1.274 0.049
H 0.538 1.104 1.003
H 0.692 1.208 -0.739
H -0.191 -1.182 -0.939
H -0.386 -1.232 0.802
H -2.564 -0.563 -0.460
```

Calculated values
Structure (SMILES): N#CCCC=O
HOMO-LUMO gap, Ha: 0.413
Energy relative to the best compared isomer or geometry (same formula, charge and spin), kJ/mol: 56.8
Spin multiplicity: 1
F_max, eV/A: 1.12
Total charge: 0

No. 11
Computed, not measured: a 2-piece molecular cluster, C2H6N2O overall in a non-equilibrium geometry, with ωB97M-V/def2-TZVPD.

The geometry in XYZ format:
```
11
C2H6N2O | the Open Molecules 2025 dataset | ωB97M-V/def2-TZVPD
C 0.818 0.176 -0.155
C 2.287 0.141 -0.074
N 0.151 -0.822 0.164
N -3.123 -0.129 0.221
O -1.928 0.405 0.294
H 0.406 1.096 -0.411
H 2.854 1.124 0.170
H 2.740 -0.133 -1.084
H 2.631 -0.720 0.480
H -3.609 -0.651 1.037
H -3.226 -0.487 -0.642
```

Calculated values
HOMO-LUMO gap (alpha / beta), Ha: 0.350 / 0.349
Energy relative to the best compared isomer or geometry (same formula, charge and spin), kJ/mol: 577.6
Spin multiplicity: 1
F_max, eV/A: 4.30
Total charge: 0

No. 12
Computed, not measured: C3H4N2OS2 in the gas phase, with ωB97M-V/def2-TZVPD.

The geometry in XYZ format:
```
12
C3H4N2OS2 | the Open Molecules 2025 dataset | ωB97M-V/def2-TZVPD
O 0.122 1.370 -2.316
C 0.133 0.641 -1.187
N 0.695 -0.533 -1.113
C 0.534 -0.920 0.191
S 1.118 -2.468 0.793
C -0.140 0.025 0.921
S -0.592 0.131 2.601
N -0.389 1.046 -0.010
H -0.452 2.113 -2.196
H 1.548 -2.833 -0.419
H -1.791 -0.488 2.505
H -0.786 1.917 0.230
```

Calculated values
Structure (SMILES): Oc1nc(S)c(S)[nH]1
HOMO-LUMO gap, Ha: 0.307
Energy relative to the best compared isomer or geometry (same formula, charge and spin), kJ/mol: 26.5
Spin multiplicity: 1
F_max, eV/A: 0.96
Total charge: 0